No. 1
DFT (the ωB97M-V functional and the def2-TZVPD basis) results for CH3BO4 in the gas phase in a non-equilibrium geometry.

The geometry in XYZ format:
```
9
Properties=species:S:1:pos:R:3:forces:R:3
O 1.890 -2.216 -0.113 -1.4 1.1 0.1
C 0.928 -1.491 -0.168 -0.1 -0.6 -0.7
O 0.968 -0.152 0.066 2.3 -1.0 -0.3
B -0.137 0.628 0.060 0.7 -0.4 0.1
O 0.119 1.948 -0.046 1.3 -0.9 0.2
O -1.273 -0.077 0.256 0.0 -0.4 -0.5
H -0.114 -1.777 -0.505 1.1 -0.3 0.4
H -0.534 2.590 -0.168 -1.6 1.3 -0.2
H -1.848 0.547 0.617 -2.5 1.2 0.8
```
Positions in Å, forces in eV/Å.

energy above the lowest of the compared OMol25 structures with the same formula, charge and spin	0.4554	eV
E_tot	-365.8553	hartree
max |F|	2.85	eV/Å
SMILES	O=COB(O)O
LUMO energy	-0.05	eV
E_HOMO	-10.683	eV

***

No. 2
DFT (the ωB97M-V functional and the def2-TZVPD basis) results for C43H40ClN6OPSSn as an isolated structure in a non-equilibrium geometry.

The geometry in XYZ format:
```
94
Properties=species:S:1:pos:R:3:forces:R:3
Sn 0.449 -0.508 0.158 0.5 0.2 -1.0
Cl 4.061 5.041 -2.217 0.1 0.3 -0.1
C 3.649 3.474 -1.600 -0.1 0.0 0.1
C 4.198 2.338 -2.180 -0.1 0.0 0.1
C 3.874 1.094 -1.688 0.1 0.0 0.0
C 3.012 0.944 -0.593 0.0 0.4 -0.1
O 2.660 -0.249 -0.181 -0.7 -0.7 0.4
C 2.500 2.121 0.006 0.4 -0.1 -0.6
C 1.681 2.004 1.196 0.0 0.0 0.8
N 0.575 2.626 1.313 0.5 0.2 -0.9
C -0.274 2.539 2.390 -0.7 0.3 0.7
C -1.014 3.671 2.689 0.4 -0.4 -0.2
C -1.962 3.684 3.713 -0.2 -0.1 0.4
C -2.213 2.553 4.444 0.0 0.2 0.0
C -1.506 1.366 4.168 0.2 0.0 -0.2
C -1.718 0.176 4.894 0.1 -0.3 -0.1
C -0.989 -0.943 4.593 -0.3 0.2 0.2
C -0.050 -0.863 3.559 0.1 0.3 -0.2
N 0.170 0.222 2.864 0.4 -0.1 0.5
C -0.521 1.344 3.141 -0.4 0.2 0.3
C 2.798 3.372 -0.521 0.1 0.0 -0.1
H 4.873 2.432 -3.016 0.0 0.1 -0.1
H 4.273 0.204 -2.151 0.0 -0.1 0.0
H 2.100 1.383 1.995 -0.2 0.0 -0.1
H -0.820 4.564 2.116 0.0 0.1 -0.1
H -2.490 4.601 3.933 -0.1 0.0 0.0
H -2.935 2.551 5.248 -0.1 0.0 0.0
H -2.464 0.166 5.677 0.0 0.0 0.0
H -1.139 -1.874 5.115 0.0 -0.1 0.1
H 0.549 -1.726 3.283 -0.1 -0.1 0.0
H 2.401 4.252 -0.039 -0.1 0.1 0.0
N -0.051 -2.415 -2.611 0.4 0.0 -0.4
P 0.497 -2.884 -1.097 -0.3 -0.9 -0.5
C -0.830 -3.978 -0.489 0.2 0.2 0.2
C -0.608 -4.587 0.740 0.1 0.1 -0.1
C -1.605 -5.324 1.346 -0.1 -0.1 0.1
C -2.842 -5.440 0.734 -0.1 0.0 0.0
C -3.075 -4.821 -0.482 -0.1 -0.1 0.0
C -2.074 -4.088 -1.095 0.2 0.1 -0.1
C 1.841 -4.055 -1.489 0.0 0.4 0.3
C 1.629 -5.160 -2.307 -0.1 0.0 0.0
C 2.693 -5.970 -2.656 0.0 -0.1 -0.1
C 3.968 -5.686 -2.190 0.0 0.1 0.1
C 4.178 -4.595 -1.361 0.2 -0.1 0.0
C 3.116 -3.780 -1.011 -0.1 0.1 0.1
C -0.144 -1.054 -2.988 -0.1 0.2 -0.2
C -0.356 -0.742 -4.299 -0.2 -0.5 0.0
C -0.323 0.636 -4.683 0.1 0.3 0.1
C -0.265 1.595 -3.754 0.2 0.1 -0.2
C -0.370 1.243 -2.302 -0.4 0.2 0.2
N 0.002 -0.140 -2.010 0.5 -0.5 0.7
H 0.277 -3.001 -3.372 -0.2 0.1 0.0
H 0.357 -4.464 1.216 0.1 -0.1 0.1
H -1.430 -5.800 2.300 0.0 0.0 0.1
H -3.629 -6.004 1.212 0.0 0.0 0.0
H -4.047 -4.912 -0.949 0.0 0.0 -0.1
H -2.245 -3.591 -2.041 0.0 0.0 -0.1
H 0.632 -5.387 -2.662 -0.1 -0.1 0.0
H 2.537 -6.826 -3.298 0.0 0.0 0.0
H 4.798 -6.315 -2.477 0.1 -0.1 0.0
H 5.172 -4.376 -0.999 0.0 0.0 0.0
H 3.263 -2.919 -0.374 0.1 0.2 0.0
H -0.445 -1.513 -5.048 0.0 -0.2 0.0
H -0.298 0.870 -5.738 0.0 0.1 -0.1
H -0.168 2.641 -4.002 0.0 0.1 -0.1
H 0.286 1.905 -1.716 -0.1 0.0 -0.1
C -5.000 -0.594 -1.899 -0.3 0.1 0.0
N -4.151 -1.015 -0.807 -0.1 0.0 -0.2
C -3.736 -0.368 0.288 0.0 -0.1 0.4
S -2.605 -1.153 1.256 0.4 -0.3 0.5
N -4.172 0.828 0.706 0.0 0.1 0.0
C -5.134 1.762 0.161 -0.1 0.2 -0.3
H -4.761 -1.203 -2.769 0.1 0.1 0.0
H -4.834 0.452 -2.147 0.0 0.0 -0.1
H -6.057 -0.749 -1.662 0.0 0.1 -0.1
H -3.746 -1.938 -0.877 0.0 0.2 0.1
H -3.685 1.146 1.533 0.0 -0.2 -0.1
H -4.654 2.467 -0.525 -0.1 0.0 0.0
H -5.560 2.329 0.988 0.0 -0.1 0.0
H -5.942 1.245 -0.351 0.0 0.0 0.1
C -1.827 1.438 -1.778 0.5 -0.1 0.1
C -2.452 2.748 -2.122 -0.2 0.0 0.0
C -2.200 3.893 -1.372 0.0 0.0 0.0
C -2.827 5.086 -1.688 0.0 0.2 0.1
C -3.720 5.154 -2.745 0.0 0.1 0.0
C -3.950 4.030 -3.519 -0.1 0.0 0.0
C -3.316 2.841 -3.209 0.1 -0.1 0.1
H -2.404 0.618 -2.208 -0.1 0.0 0.0
H -1.777 1.305 -0.689 -0.2 0.0 -0.1
H -1.515 3.839 -0.537 0.1 0.0 0.1
H -2.631 5.975 -1.104 0.0 0.0 0.1
H -4.237 6.078 -2.963 0.0 0.1 0.0
H -4.622 4.077 -4.363 -0.1 0.0 -0.1
H -3.489 1.961 -3.812 0.0 -0.1 -0.1
```
Positions in Å, forces in eV/Å.

energy above the lowest of the compared OMol25 structures with the same formula, charge and spin	0.2859	eV
E_tot	-3480.4210	hartree
max |F|	1.12	eV/Å
LUMO energy	-0.14	eV
E_HOMO	-6.170	eV

***

No. 3
DFT (the ωB97M-V functional and the def2-TZVPD basis) results for a 2-piece molecular cluster, CHClINO overall in a non-equilibrium geometry.

The geometry in XYZ format:
```
6
Properties=species:S:1:pos:R:3:forces:R:3
O 0.927 -1.301 1.673 0.7 -0.8 1.5
C 1.061 -0.639 0.748 -1.4 0.7 -1.5
N 0.751 -0.039 -0.276 0.3 -0.2 0.3
Cl 1.640 0.982 -1.229 0.5 0.3 -0.2
I -2.704 -0.054 -0.401 -1.7 -1.7 0.2
H -1.676 1.051 -0.515 1.5 1.7 -0.2
```
Positions in Å, forces in eV/Å.

energy above the lowest of the compared OMol25 structures with the same formula, charge and spin	0.1856	eV
E_tot	-926.5222	hartree
max |F|	2.39	eV/Å
SMILES	O=C=NCl.I
LUMO energy	-0.04	eV
E_HOMO	-9.911	eV

***

No. 4
DFT (the ωB97M-V functional and the def2-TZVPD basis) results for C2HNO2 in the gas phase in a non-equilibrium geometry.

The geometry in XYZ format:
```
6
Properties=species:S:1:pos:R:3:forces:R:3
N 2.376 -0.226 -0.045 -7.5 -0.5 1.0
C 1.161 -0.300 0.073 7.1 -0.9 -1.8
C -0.348 -0.300 -0.087 4.4 2.8 1.7
O -1.157 -1.121 -0.002 -1.6 -2.6 -0.5
O -0.574 1.020 -0.015 3.2 -0.1 -1.0
H -1.458 0.926 0.076 -5.5 1.2 0.5
```
Positions in Å, forces in eV/Å.

energy above the lowest of the compared OMol25 structures with the same formula, charge and spin	1.5364	eV
E_tot	-281.9987	hartree
max |F|	7.60	eV/Å
SMILES	N#CC(=O)O
LUMO energy	-0.37	eV
E_HOMO	-12.441	eV

***

No. 5
DFT (the ωB97M-V functional and the def2-TZVPD basis) results for a 2-piece molecular cluster, CH2OS overall in a non-equilibrium geometry.

The geometry in XYZ format:
```
5
Properties=species:S:1:pos:R:3:forces:R:3
C -0.022 -0.223 0.319 -2.8 1.3 1.3
O 0.835 -1.092 -0.162 0.2 -1.4 0.0
S 1.463 0.525 -0.033 1.0 0.9 -0.1
H -1.607 0.990 -1.405 0.2 -0.3 0.3
H -0.669 -0.200 1.282 1.4 -0.6 -1.6
```
Positions in Å, forces in eV/Å.

energy above the lowest of the compared OMol25 structures with the same formula, charge and spin	6.3446	eV
E_tot	-512.4813	hartree
max |F|	3.39	eV/Å
LUMO energy (alpha / beta)	-0.53 / -0.47	eV
E_HOMO (alpha / beta)	-8.418 / -9.402	eV

***

No. 6
DFT (the ωB97M-V functional and the def2-TZVPD basis) results for a 2-piece molecular cluster, C4H10O overall in a non-equilibrium geometry.

The geometry in XYZ format:
```
15
Properties=species:S:1:pos:R:3:forces:R:3
C 1.987 -0.103 0.146 0.1 0.1 0.0
C 0.951 0.123 -0.922 0.1 0.6 -0.2
C -0.118 0.898 -0.738 0.8 0.4 -0.7
O -0.268 1.628 0.402 -0.2 0.0 0.1
H 1.533 -0.237 1.140 0.0 0.1 -0.3
H 2.644 0.767 0.215 0.1 -0.1 0.1
H 2.608 -0.981 -0.058 -0.1 0.2 -0.1
H 1.042 -0.363 -1.888 0.0 -0.1 0.2
H -0.960 0.895 -1.432 0.4 0.3 0.0
H -1.203 1.805 0.578 0.3 -0.1 -0.2
C -1.646 -0.868 0.512 0.1 -0.6 0.1
H -0.703 -0.719 -0.062 -1.6 -0.2 0.9
H -1.992 -1.842 0.187 -0.4 -0.3 0.3
H -1.413 -0.860 1.578 -0.1 -0.2 0.0
H -2.463 -0.142 0.341 0.6 -0.2 -0.2
```
Positions in Å, forces in eV/Å.

energy above the lowest of the compared OMol25 structures with the same formula, charge and spin	1.7878	eV
E_tot	-233.5793	hartree
max |F|	1.85	eV/Å
SMILES	C/C=C\O.C
LUMO energy	0.81	eV
E_HOMO	-8.449	eV

***

No. 7
DFT (the ωB97M-V functional and the def2-TZVPD basis) results for C32H55N4OP2Sn as an isolated structure in a non-equilibrium geometry.

The geometry in XYZ format:
```
95
Properties=species:S:1:pos:R:3:forces:R:3
C -1.853 -1.073 -1.743 0.3 -0.3 0.0
C 0.208 -2.018 -1.142 -0.4 -0.2 0.2
C -2.047 -2.080 -2.687 -0.4 0.6 0.0
C 0.061 -3.024 -2.096 0.4 0.2 0.2
C -1.089 -3.069 -2.878 0.1 0.1 0.4
H -2.945 -2.039 -3.284 0.0 -0.1 -0.2
H 0.860 -3.743 -2.220 0.0 0.0 -0.1
H -1.223 -3.846 -3.629 0.0 0.2 0.2
N -0.785 -1.136 -0.933 0.5 1.2 0.0
P -1.911 1.713 -1.084 0.0 0.4 -0.7
P 1.115 -1.301 1.506 0.7 -0.7 -0.4
C -2.764 0.144 -1.591 -0.3 -0.2 0.3
H -3.287 0.376 -2.529 0.2 -0.2 0.1
H -3.554 -0.082 -0.856 0.2 0.2 -0.2
C 0.110 2.682 2.066 1.5 2.8 2.4
O 0.436 3.502 2.794 -1.2 -2.6 -2.3
C 1.473 -1.758 -0.345 0.3 0.5 0.5
H 2.132 -2.636 -0.334 -0.1 0.4 -0.2
C 2.781 -0.828 2.340 -0.1 0.2 0.0
C 0.312 -2.818 2.343 -0.3 0.3 -0.3
C -0.984 2.379 -2.625 0.3 -0.1 0.0
C -3.179 2.945 -0.403 0.1 0.0 0.5
C 2.949 0.707 2.335 0.0 0.1 -0.2
H 2.359 1.193 3.123 0.1 -0.2 0.0
H 4.011 0.948 2.513 -0.4 -0.1 0.0
H 2.669 1.157 1.376 0.3 0.0 0.1
C 2.802 -1.293 3.801 -0.1 -0.2 0.3
H 2.018 -0.816 4.400 0.2 -0.2 -0.1
H 2.722 -2.381 3.897 0.1 0.3 0.0
H 3.764 -1.002 4.250 -0.2 0.0 -0.3
C 3.949 -1.469 1.584 0.3 -0.1 -0.3
H 4.829 -1.503 2.245 -0.3 0.1 -0.2
H 3.764 -2.500 1.263 0.0 0.2 0.1
H 4.230 -0.877 0.705 -0.1 -0.2 0.2
C -0.103 -2.403 3.774 -0.1 0.1 0.4
H -0.209 -1.318 3.881 0.0 -0.2 0.0
H -1.080 -2.825 4.050 0.3 0.0 -0.2
H 0.616 -2.743 4.527 -0.2 0.1 -0.2
C -0.959 -3.188 1.544 -0.2 0.1 -0.3
H -1.511 -2.283 1.267 0.1 -0.5 0.1
H -0.728 -3.744 0.625 0.0 0.2 0.3
H -1.638 -3.817 2.148 0.5 0.2 -0.1
C 1.313 -3.991 2.309 0.2 -0.6 0.0
H 2.206 -3.827 1.694 -0.2 0.0 0.1
H 1.667 -4.276 3.306 -0.1 0.2 -0.2
H 0.821 -4.879 1.889 0.1 0.2 0.1
C -2.438 4.221 0.031 0.1 0.2 -0.2
H -3.181 4.951 0.386 0.2 -0.2 -0.1
H -1.743 4.032 0.862 -0.2 0.0 -0.2
H -1.874 4.695 -0.781 -0.2 -0.1 0.1
C -3.883 2.367 0.829 0.0 -0.3 0.2
H -4.334 1.388 0.628 0.0 0.2 0.1
H -3.205 2.274 1.682 0.0 -0.1 -0.1
H -4.698 3.043 1.135 0.3 -0.2 -0.2
C -4.253 3.221 -1.459 -0.3 0.2 -0.5
H -4.484 2.346 -2.076 0.0 0.1 0.1
H -5.195 3.499 -0.970 0.3 -0.1 0.0
H -3.992 4.050 -2.118 0.0 -0.2 0.1
C -0.475 1.183 -3.450 0.0 -0.4 0.1
H -1.297 0.599 -3.891 0.2 0.2 0.1
H 0.146 1.548 -4.288 -0.3 0.0 0.4
H 0.143 0.512 -2.837 -0.1 0.2 -0.3
C 0.215 3.254 -2.162 0.3 0.1 0.0
H 1.175 2.732 -2.297 -0.4 0.1 0.1
H 0.249 4.186 -2.749 0.0 -0.4 0.2
H 0.174 3.556 -1.105 -0.1 0.0 -0.2
C -1.917 3.198 -3.520 -0.4 0.2 -0.1
H -2.840 2.669 -3.780 0.1 0.0 0.0
H -2.179 4.164 -3.081 0.1 -0.2 -0.1
H -1.413 3.414 -4.473 0.1 -0.1 0.3
Sn -0.107 0.729 0.459 -0.5 -2.2 -1.1
N 1.663 0.690 -0.713 -0.7 1.3 0.2
C 2.158 -0.430 -0.975 -0.1 -1.1 0.4
C 3.367 -0.489 -1.954 0.1 -0.1 0.1
C 3.939 -1.886 -2.057 0.2 -0.5 0.1
C 2.838 -0.113 -3.337 -0.4 0.3 -0.2
C 4.443 0.526 -1.506 0.1 0.3 0.1
H 4.303 -2.235 -1.086 0.1 -0.1 -0.2
H 3.178 -2.581 -2.432 0.2 -0.1 0.0
H 4.781 -1.895 -2.765 -0.3 0.0 0.3
H 2.434 0.905 -3.308 0.1 -0.2 -0.1
H 3.632 -0.157 -4.098 -0.2 0.0 0.4
H 2.040 -0.805 -3.640 0.1 0.1 -0.1
H 5.452 0.089 -1.482 -0.4 0.0 -0.1
H 4.464 1.384 -2.190 0.1 -0.2 0.2
H 4.228 0.925 -0.510 0.1 0.0 -0.2
N -1.865 0.543 3.337 -0.1 0.1 -0.3
C -2.959 0.206 4.062 0.1 -0.3 -0.7
C -3.752 -0.573 3.224 0.1 0.1 0.0
C -3.082 -0.649 1.995 0.8 0.8 0.8
N -1.910 0.028 2.074 -0.4 0.4 -0.1
H -1.100 1.176 3.594 -0.7 -0.7 0.1
H -3.073 0.520 5.094 0.0 -0.1 -0.3
H -4.703 -1.028 3.446 0.0 0.0 0.2
H -3.397 -1.143 1.080 0.2 0.1 0.3
```
Positions in Å, forces in eV/Å.

energy above the lowest of the compared OMol25 structures with the same formula, charge and spin	0.0000	eV
E_tot	-2442.6417	hartree
max |F|	4.00	eV/Å
LUMO energy	-9.99	eV
net charge	+3
E_HOMO	-16.886	eV

***

No. 8
DFT (the ωB97M-V functional and the def2-TZVPD basis) results for C4H7BrCuMgN as an isolated structure.

The geometry in XYZ format:
```
15
Properties=species:S:1:pos:R:3:forces:R:3
Cu -0.567 -4.620 -1.340 0.3 0.4 0.0
Mg 2.784 -2.547 -3.569 0.0 0.1 0.1
Br 1.102 -2.417 -1.947 -0.1 -0.5 0.0
C 0.543 1.873 0.227 0.1 0.1 -0.4
C -0.875 1.376 0.479 0.4 0.3 0.5
C -0.963 -0.144 0.536 -0.5 -0.4 -0.5
C -0.020 -0.767 1.450 0.0 0.1 0.2
N 0.720 -1.260 2.174 0.2 -0.2 0.0
H 0.534 2.948 0.046 0.0 0.0 0.2
H 1.006 1.432 -0.665 -0.1 -0.1 0.0
H 1.197 1.669 1.073 0.0 0.0 0.0
H -1.566 1.783 -0.257 -0.1 -0.2 -0.1
H -1.164 1.778 1.453 -0.3 -0.1 -0.1
H -0.767 -0.593 -0.446 0.1 0.3 -0.1
H -1.963 -0.511 0.785 0.0 0.3 0.2
```
Positions in Å, forces in eV/Å.

energy above the lowest of the compared OMol25 structures with the same formula, charge and spin	0.0287	eV
E_tot	-4625.2571	hartree
max |F|	0.87	eV/Å
LUMO energy	-11.56	eV
net charge	+2
E_HOMO	-16.396	eV